*one*
The following is a quantum chemistry calculation of a 2-piece molecular cluster, CH3FS overall, from OMol25.

Cartesian coordinates (Å):
C  0.3343  -0.0499  0.4246
F  1.1230  0.9194  -0.1343
S  -1.4245  0.2266  0.0058
H  0.8896  -1.3070  -0.2881
H  0.5398  0.0377  1.4432
H  -1.4622  0.1732  -1.4512

## Properties
* E_HOMO: -9.70 eV
* M: 66.100 g mol⁻¹
* charge: 0
* frontier orbital gap: 10.3 eV

*two*
The following is a quantum chemistry calculation of CH3FS as an isolated structure, from OMol25.

Cartesian coordinates (Å):
C  0.0745  -0.1884  -0.4552
F  1.0117  -0.1558  -1.3810
S  -0.2155  -1.7451  0.0133
H  -0.8173  1.9718  1.6042
H  -0.4982  2.5299  1.1624
H  0.4449  -2.4124  -0.9436

## Properties
* E_HOMO: -9.56 eV
* M: 66.100 g mol⁻¹
* charge: 0
* frontier orbital gap: 9.7 eV

Bottom line: *one*, by a margin of 0.0484 hartree.

*one*
The following is a quantum chemistry calculation of a 2-piece molecular cluster, C2H9N3O overall, from OMol25.

Cartesian coordinates (Å):
C  -1.5475  0.4620  1.3279
N  -0.6792  1.3069  0.5233
C  0.3072  0.7827  -0.2530
N  1.0536  1.6607  -1.0225
N  0.5698  -0.4772  -0.1606
H  -2.2706  -0.0182  0.6627
H  -0.9491  -0.3596  1.7164
H  -2.0944  1.0627  2.0452
H  -0.6386  2.2720  0.7916
H  1.0918  2.6327  -0.7682
H  1.2452  1.3682  -1.9640
H  1.3675  -0.6621  -0.7618
H  0.8935  -4.0932  -0.4938
H  0.9661  -2.5818  -0.5670
O  0.6846  -3.3558  -1.0763

## Properties
* SMILES string: [H]/N=C(\N)NC.O
* E_HOMO: -8.84 eV
* M: 91.114 g mol⁻¹
* charge: 0
* frontier orbital gap: 9.6 eV

*two*
The following is a quantum chemistry calculation of one molecule with the formula C2H9N3O, from OMol25.

Cartesian coordinates (Å):
C  -0.6956  1.3146  -0.3878
C  0.0670  -0.1828  2.1060
N  -0.1244  -0.0298  -0.2698
N  0.8047  -0.0964  0.8455
N  0.0505  -1.3220  -2.2442
O  0.5955  -0.1980  -1.5183
H  1.3376  -0.9632  0.7453
H  0.8240  -1.9750  -2.1704
H  0.0725  -0.9465  -3.1905
H  0.0742  2.0846  -0.5108
H  -1.3072  1.5664  0.4848
H  -1.3676  1.3577  -1.2527
H  0.7469  -0.5111  2.8992
H  -0.3161  0.7986  2.4042
H  -0.7619  -0.8970  2.0595

## Properties
* SMILES string: CNN(C)ON
* E_HOMO: -8.11 eV
* M: 91.114 g mol⁻¹
* charge: 0
* frontier orbital gap: 9.3 eV

Bottom line: *one*, by a margin of 0.1595 hartree.

*one*
The following is a quantum chemistry calculation of a 2-piece molecular cluster, C2H7NS2 overall, from OMol25.

Cartesian coordinates (Å):
S  -0.6550  0.9148  0.5291
S  0.0074  2.8964  0.7171
H  -0.6216  0.6352  1.8376
H  0.3766  2.9988  -0.5638
C  1.3143  -3.1315  -0.2304
C  0.2844  -3.0143  -1.0647
N  -0.3617  -1.7899  -1.3655
H  1.8942  -2.2411  -0.0135
H  1.5348  -4.0806  0.2282
H  -0.1048  -3.8956  -1.5625
H  0.1381  -1.0926  -0.8249
H  -1.3362  -1.8350  -1.1044

## Properties
* SMILES string: C=CN.SS
* E_HOMO: -8.40 eV
* M: 109.219 g mol⁻¹
* charge: 0
* frontier orbital gap: 8.5 eV

*two*
The following is a quantum chemistry calculation of a 2-piece molecular cluster, C2H7NS2 overall, from OMol25.

Cartesian coordinates (Å):
S  0.9727  -2.2605  2.0349
S  -0.5076  -1.3949  3.2755
H  1.6836  -2.7109  3.0679
H  -1.4980  -2.3226  3.2177
C  -0.5523  2.0123  -1.3076
C  0.5401  -0.0530  -1.6460
N  0.6475  1.1976  -1.5085
H  -1.0085  2.3771  -2.2634
H  -1.2030  1.4653  -0.6184
H  -0.2479  2.8896  -0.7382
H  1.4135  -0.6271  -1.3070
H  -0.2400  -0.5731  -2.2069

## Properties
* SMILES string: C=NC.SS
* E_HOMO: -8.99 eV
* M: 109.219 g mol⁻¹
* charge: 0
* frontier orbital gap: 9.1 eV

Bottom line: *one*, by a margin of 0.0144 hartree.

*one*
The following is a quantum chemistry calculation of a 2-piece molecular cluster, C2H7NS2 overall, from OMol25.

Cartesian coordinates (Å):
S  1.2274  1.2514  0.4763
S  2.5828  -0.5820  0.3937
H  1.3759  1.3649  1.7805
H  1.5086  -1.4339  0.3700
C  -3.3275  -1.1843  -1.2149
C  -2.1498  0.3296  0.1628
N  -2.2177  -0.3207  -1.0105
H  -3.3653  -1.3800  -2.2889
H  -3.2975  -2.1975  -0.7058
H  -4.3301  -0.7429  -0.8092
H  -1.6160  1.2457  0.2684
H  -2.8503  -0.1941  0.8516

## Properties
* SMILES string: C=NC.SS
* E_HOMO: -9.41 eV
* M: 109.219 g mol⁻¹
* charge: 0
* frontier orbital gap: 8.9 eV

*two*
The following is a quantum chemistry calculation of a 2-piece molecular cluster, C2H7NS2 overall, from OMol25.

Cartesian coordinates (Å):
C  -2.6313  2.0524  -0.2299
N  -2.4549  1.2208  -1.1566
H  -1.7540  2.7671  -0.1637
H  -3.5371  2.1765  0.3139
H  -2.5803  0.1727  -0.9494
C  2.9607  -1.1877  -0.0208
S  1.9132  -1.9075  1.2423
S  -0.0024  -0.9267  0.8594
H  3.9754  -1.4227  0.2413
H  2.7673  -1.5566  -1.0531
H  2.7106  -0.2104  0.0132
H  -1.3673  -1.1779  0.9034

## Properties
* SMILES string: C=N.CSS
* E_HOMO: -8.62 eV
* M: 109.219 g mol⁻¹
* charge: 0
* frontier orbital gap: 7.7 eV

Bottom line: *one*, by a margin of 0.0624 hartree.

*one*
The following is a quantum chemistry calculation of a 3-piece molecular cluster, C4H14N2OS overall, from OMol25.

Cartesian coordinates (Å):
C  -0.5907  0.0612  1.7217
C  -0.1142  0.2093  0.2829
C  -1.2676  0.6984  -0.6234
S  -2.5798  -0.3862  -0.4486
N  1.0195  1.0843  0.2335
C  1.7716  0.9724  -1.0373
N  2.2664  -0.3570  -1.3349
H  0.1902  -0.4921  2.2455
H  -1.4270  -0.6775  1.6263
H  -0.8899  0.8976  2.3468
H  0.1468  -0.8065  -0.0457
H  -0.8980  0.7739  -1.6555
H  -1.5416  1.7068  -0.2941
H  -2.9695  -2.9318  0.4195
H  1.6817  0.5432  0.9003
H  2.6546  1.6034  -0.9394
H  1.1746  1.3739  -1.8629
H  2.5898  -0.6444  -0.3779
H  1.4717  -0.9536  -1.5657
H  -3.4893  -3.2924  -0.0047
H  2.9433  -0.4184  1.9873
O  2.3277  -0.6957  1.2991

## Properties
* E_HOMO: -8.66 eV
* M: 138.236 g mol⁻¹
* charge: 0
* frontier orbital gap: 4.2 eV

*two*
The following is a quantum chemistry calculation of a 2-piece molecular cluster, C4H14N2OS overall, from OMol25.

Cartesian coordinates (Å):
C  -1.0847  -0.3407  -1.5873
N  -0.0604  0.7012  -1.4310
C  1.2874  0.2536  -1.0267
C  1.5604  0.1953  0.4871
S  1.3271  -1.6162  1.0329
C  -1.9211  -0.9494  -0.4132
N  -2.3919  -0.0673  0.6258
H  -0.6851  -1.2387  -2.1262
H  -1.8893  0.0068  -2.3397
H  -0.4998  1.4125  -0.7281
H  1.5491  -0.6812  -1.5374
H  2.0243  1.0304  -1.3895
H  0.8905  0.6320  1.1101
H  2.5489  0.4644  0.7308
H  2.5954  -1.6973  1.5450
H  -1.3231  -1.7650  0.0296
H  -2.7998  -1.5019  -0.8453
H  -1.6877  0.4899  1.1490
H  -3.1058  0.5671  0.2274
H  -0.1211  3.6933  0.5321
H  -0.6456  2.2097  0.3984
O  0.0038  2.8559  0.9492

## Properties
* SMILES string: NCCNCCS.O
* E_HOMO: -8.69 eV
* M: 138.236 g mol⁻¹
* charge: 0
* frontier orbital gap: 9.2 eV

Bottom line: *two*, by a margin of 0.1919 hartree.

*one*
The following is a quantum chemistry calculation of a 2-piece molecular cluster, C4H14N2OS overall, from OMol25.

Cartesian coordinates (Å):
C  -0.3616  -1.4734  2.1058
C  0.1164  -0.4578  1.0582
C  0.1787  0.9549  1.7492
S  1.4113  0.9856  3.1983
N  -0.7387  -0.1899  -0.1184
C  -0.5995  -1.1818  -1.2138
N  -0.2100  -0.2845  -2.3503
H  -1.1973  -2.0174  1.6824
H  0.3725  -2.2320  2.4167
H  -0.7468  -1.1007  3.0603
H  1.2001  -0.6321  0.6914
H  0.3616  1.7989  0.9823
H  -0.7594  1.2954  2.3634
H  1.0928  -0.1602  3.9289
H  -1.6487  0.2278  -0.1545
H  0.1694  -1.9237  -1.1466
H  -1.5396  -1.7615  -1.2959
H  -0.9300  0.4079  -2.6273
H  0.5659  0.1632  -2.1174
H  1.7310  2.8798  -4.3654
H  0.6549  1.8990  -3.9586
O  0.8770  2.8024  -3.8888

## Properties
* SMILES string: C[C@H](CS)NCN.O
* E_HOMO: -8.38 eV
* M: 138.236 g mol⁻¹
* charge: 0
* frontier orbital gap: 9.3 eV

*two*
The following is a quantum chemistry calculation of a 2-piece molecular cluster, C4H14N2OS overall, from OMol25.

Cartesian coordinates (Å):
C  -0.2787  -1.9627  0.6134
C  -0.1500  -0.4572  0.7480
C  -1.3888  0.1985  0.0842
S  -1.2893  1.8855  -0.6383
N  1.0900  -0.0519  0.1172
C  1.9840  0.7979  0.8939
N  1.6847  2.2282  0.9312
H  -1.1004  -2.4688  1.1210
H  -0.3446  -2.2451  -0.4377
H  0.6684  -2.4403  0.8604
H  -0.2117  -0.1612  1.7951
H  -1.6840  -0.4048  -0.7570
H  -2.2090  0.3044  0.7932
H  -2.6074  1.9784  -0.8575
H  1.0143  0.2281  -0.8495
H  1.8818  0.4605  1.9229
H  2.9785  0.6956  0.4772
H  1.4198  2.6133  0.0393
H  1.0478  2.4754  1.6730
H  -0.7803  -0.7526  -3.4876
H  -0.9045  -1.9384  -2.4885
O  -0.8205  -0.9829  -2.5539

## Properties
* SMILES string: C[C@H](CS)NCN.O
* E_HOMO: -8.27 eV
* M: 138.236 g mol⁻¹
* charge: 0
* frontier orbital gap: 8.8 eV

Bottom line: *two*, by a margin of 0.0509 hartree.